Below is the molecule C23H33N3O5S in a non-equilibrium geometry, with properties calculated with ωB97M-V with the def2-TZVPD basis set.

Structure (XYZ):
```
65
Properties=species:S:1:pos:R:3
S -3.5405 2.0551 -2.0398
O -3.7947 2.3341 -3.4253
O -4.6342 2.0888 -1.1133
O 0.2551 -0.4734 0.6395
O 2.8079 0.0437 4.2302
O 1.7294 -4.4254 0.8525
N -2.3538 3.0336 -1.4761
N -1.2276 -3.4420 -1.7714
N 2.0145 -2.2870 1.5555
C -1.8341 0.1123 -1.0721
C -0.9739 -4.4835 -3.9874
C -3.2853 -0.5726 -2.8405
C 2.7921 0.8356 3.0599
C 3.6021 2.0947 3.3310
C 1.4012 3.7202 0.4337
C 2.4863 -2.3950 3.9777
C -1.1011 3.5202 0.5601
C 0.0629 3.2323 -1.6390
C -2.8177 0.4081 -1.9750
C -1.7599 -2.1757 -1.8674
C 1.4187 -3.2446 0.8308
C -2.7714 -1.8485 -2.7859
C 0.3221 -2.7487 -0.0644
C 1.8789 -1.0174 4.2797
C -0.1747 -1.3924 -0.0636
C -2.4166 3.6969 -0.1995
C 3.0207 -2.5558 2.5508
C -1.2743 -1.1665 -1.0120
C -1.6657 -4.5298 -2.6275
C -1.2789 3.4422 -2.3411
C 0.0855 3.9718 -0.2973
C -0.2299 -3.6722 -0.8991
H 3.6259 2.7202 2.4432
H -0.0156 5.0459 -0.4922
H 1.7565 1.0988 2.7974
H -1.1870 -3.5504 -4.5026
H 0.2235 2.1668 -1.4649
H -1.4626 0.8597 -0.3907
H -3.1572 -2.5887 -3.4670
H -2.6099 4.7690 -0.3504
H -1.1405 4.1051 1.4804
H 3.3084 -2.5722 4.6721
H 3.2294 0.2934 2.2085
H 2.2431 4.0620 -0.1641
H 3.8700 -1.8840 2.3956
H 3.3532 -3.5862 2.4008
H 3.1587 2.6515 4.1518
H 1.4169 4.2472 1.3848
H -2.7507 -4.4869 -2.7407
H -4.0498 -0.3084 -3.5534
H -0.9624 2.4738 0.8375
H 1.0328 -0.8179 3.6101
H -1.3960 4.5027 -2.6064
H -1.4200 -5.4680 -2.1256
H 0.8671 3.5967 -2.2801
H 1.4988 -1.0365 5.3084
H 1.6309 -1.3476 1.4879
H 4.6173 1.8248 3.6082
H -3.2590 3.2658 0.3415
H -1.3544 2.8505 -3.2540
H 0.1657 -4.6791 -0.8576
H 1.7139 -3.1455 4.1564
H 0.1029 -4.5689 -3.8621
H -1.3177 -5.3093 -4.6039
H 1.5246 2.6567 0.6270
```

As for the net charge: 0. The calculation puts the highest occupied orbital energy at -8.87 eV. For the energy above the lowest of the compared OMol25 structures with the same formula, charge and spin, the calculation gives 45.31 kJ/mol. The frontier orbital gap is 0.319 hartree. The value obtained for the largest force on an atom is 1.1 eV/Å. The SMILES is CCOCCCNC(=O)c1cn(CC)c2ccc(S(=O)(=O)N3CCC(C)CC3)cc2c1=O.

natural (NBO) population analysis, charges in e, atoms 1 to 8:
1 S 2.350
2 O -0.940
3 O -0.934
4 O -0.645
5 O -0.552
6 O -0.661
7 N -0.713
8 N -0.353

---

Below is a cluster of 5 separate species, H10O4S2 in total in a non-equilibrium geometry, with properties calculated with ωB97M-V with the def2-TZVPD basis set.

Structure (XYZ):
```
16
Properties=species:S:1:pos:R:3
S -3.1206 -0.2831 1.3735
S -4.5109 0.7071 0.2489
O 2.9095 2.1143 -0.4318
O -0.1208 0.8381 -0.8082
O 0.4956 -0.9414 1.4263
O 2.5672 -1.6168 -1.5252
H -5.2484 1.1076 1.2779
H -3.5235 -1.4943 0.9711
H -0.9863 0.6511 -1.1209
H 2.6077 -1.4419 -2.4812
H -0.1110 0.2158 -0.0586
H 0.6286 -1.8911 1.4102
H 1.1518 -0.6310 2.0213
H 2.7754 1.2335 -0.1338
H 2.3111 -0.7779 -1.1123
H 2.1747 2.2100 -1.0570
```

As for the net charge: 0. The calculation puts the highest occupied orbital energy at -9.49 eV. For the energy above the lowest of the compared OMol25 structures with the same formula, charge and spin, the calculation gives 56.51 kJ/mol. The frontier orbital gap is 0.354 hartree. The value obtained for the largest force on an atom is 1.6 eV/Å. The SMILES is SS.O.O.O.O.

natural (NBO) population analysis, charges in e, atoms 1 to 8:
1 S -0.122
2 S -0.128
3 O -0.930
4 O -0.969
5 O -0.951
6 O -0.945
7 H 0.126
8 H 0.126

---

Below is a structure of composition F4Li4 in a non-equilibrium geometry, with properties calculated with ωB97M-V with the def2-TZVPD basis set.

Structure (XYZ):
```
8
Properties=species:S:1:pos:R:3
F 2.0954 -0.4207 -0.9935
F -0.9484 0.6805 -1.9972
F 0.1273 0.0448 -0.1681
F -0.1224 -1.6251 1.2212
Li -1.1603 0.8168 -0.3641
Li -1.4476 -1.4284 0.3033
Li 0.4220 1.9651 0.7212
Li 1.0341 -0.0329 1.2773
```

As for the net charge: 0. The calculation puts the highest occupied orbital energy at -7.20 eV. For the energy above the lowest of the compared OMol25 structures with the same formula, charge and spin, the calculation gives 412.45 kJ/mol. The frontier orbital gap is 0.162 hartree. The value obtained for the largest force on an atom is 4.1 eV/Å.

natural (NBO) charges, unit e, in atom order:
1 F -0.863
2 F -0.937
3 F -0.900
4 F -0.957
5 Li 0.891
6 Li 0.963
7 Li 0.901
8 Li 0.902